No. 1
Entry from the Open Molecules 2025 dataset: a 2-piece molecular cluster, CH4N2O3P overall at a distorted geometry (ωB97M-V/def2-TZVPD).

The multiplicity is 1. As for the net charge: -1. The energy above the lowest of the compared OMol25 structures with the same formula, charge and spin comes out at 84.75 kcal/mol. The HOMO-LUMO gap is 7.75 eV. The HOMO energy is -4.63 eV. The calculation puts the LUMO energy at 3.1 eV.

Cartesian coordinates (Å):
P 1.14 -0.57 -0.07
O 0.96 1.93 0.98
O 1.20 -0.06 -1.48
O 2.32 -0.31 0.86
N 0.13 -1.80 0.02
N -1.73 0.33 -0.59
C 0.34 0.98 0.93
H -1.10 -0.48 -0.11
H -1.55 1.13 -0.03
H -1.66 0.64 -1.53
H -0.05 -1.78 1.05



No. 2
Entry from the Open Molecules 2025 dataset: C23H31AsBrF6N3OPtSi2Te as an isolated structure (ωB97M-V/def2-TZVPD).

The multiplicity is 4. As for the net charge: +1. The energy above the lowest of the compared OMol25 structures with the same formula, charge and spin comes out at 3.56 kcal/mol. The HOMO-LUMO gap (spin up / spin down) is 6.24 / 6.72 eV. The HOMO energy (spin up / spin down) is -10.89 / -11.99 eV. The calculation puts the LUMO energy (spin up / spin down) at -4.7 / -5.3 eV.

Cartesian coordinates (Å):
Pt 0.08 1.05 -0.43
Te -0.84 -0.09 -2.61
Br 5.96 1.33 6.20
As 3.29 2.31 -1.09
Si -1.05 3.13 -3.52
Si -3.12 -2.53 -3.06
F 4.05 0.89 -0.46
F 2.01 1.20 -1.78
F 4.40 3.35 -0.31
F 2.23 2.28 0.35
F 4.16 2.19 -2.55
F 2.35 3.63 -1.69
O -1.48 0.77 1.08
N 1.26 -2.44 5.82
N 0.16 -2.19 5.31
N 0.89 -0.49 0.83
C 4.65 -1.18 6.29
C -2.01 1.50 -3.38
C -1.52 -1.06 4.15
C -2.43 -1.26 -1.83
C -0.75 3.69 -1.75
C 2.13 -0.12 5.73
C -4.67 -3.24 -2.30
C -1.80 -3.82 -3.32
C -3.51 -1.65 -4.67
C 3.22 0.72 5.82
C 2.57 -1.93 1.66
C 1.87 -2.13 2.82
C 4.48 0.18 6.09
C 2.30 -1.50 5.89
C -0.19 -1.58 4.19
C -1.13 0.00 2.01
C 3.56 -2.02 6.21
C -2.16 4.36 -4.38
C 0.54 2.83 -4.44
C -1.98 -0.28 3.13
C 0.18 -0.68 1.96
C 0.65 -1.47 3.01
C 2.06 -1.08 0.68
H 3.66 -3.09 6.38
H -2.01 -1.77 -0.96
H -1.67 3.98 -1.25
H -4.47 -3.69 -1.33
H -0.83 -3.37 -3.55
H 3.52 -2.42 1.49
H -2.39 4.05 -5.40
H 1.18 2.09 -3.95
H -0.01 4.49 -1.66
H -1.67 -4.45 -2.44
H -3.94 -2.34 -5.39
H -1.68 5.34 -4.44
H 5.63 -1.58 6.51
H 0.34 2.49 -5.46
H 3.10 1.79 5.71
H 1.14 3.74 -4.51
H -3.10 4.49 -3.84
H -2.96 0.16 3.14
H -2.87 1.60 -2.71
H -5.43 -2.47 -2.17
H 1.15 0.30 5.55
H 2.26 -2.80 3.58
H -4.23 -0.84 -4.53
H -2.37 1.16 -4.35
H -0.30 2.86 -1.14
H -2.61 -1.23 -5.13
H -3.17 -0.55 -1.47
H -5.10 -4.02 -2.94
H -2.04 -4.48 -4.16
H 2.61 -0.86 -0.23
H -2.15 -1.26 5.01



No. 3
Entry from the Open Molecules 2025 dataset: C15H22IrN3O2S as an isolated structure at a distorted geometry (ωB97M-V/def2-TZVPD).

The multiplicity is 2. As for the net charge: +3. The energy above the lowest of the compared OMol25 structures with the same formula, charge and spin comes out at 11.71 kcal/mol. The HOMO-LUMO gap (spin up / spin down) is 4.18 / 4.06 eV. The HOMO energy (spin up / spin down) is -17.84 / -17.83 eV. The calculation puts the LUMO energy (spin up / spin down) at -13.7 / -13.8 eV.

Cartesian coordinates (Å):
Ir -0.21 -0.76 0.91
S 1.19 -3.61 -0.23
O -0.78 0.77 -6.04
O 1.25 -3.42 -1.64
N -0.54 0.04 -0.88
N 0.72 -2.33 0.51
N -0.79 0.51 -3.26
C 0.31 1.30 -5.32
C -0.65 0.26 -2.03
C -1.18 -1.15 2.80
C -1.83 -0.21 -4.09
C 0.19 -1.04 3.10
C 0.20 1.15 2.06
C 3.14 -0.98 3.35
C 2.38 0.30 3.04
C -1.94 -0.04 2.25
C -1.19 1.10 1.88
C 2.40 1.30 4.25
C -3.41 -0.14 2.04
C 0.93 0.12 2.75
C -1.29 -0.42 -5.49
C -0.09 1.68 -3.91
H 3.44 1.48 4.48
H 0.70 -1.89 3.53
H 1.93 2.25 4.01
H -3.64 -0.54 1.05
H 2.81 -1.44 4.29
H 4.19 -0.74 3.47
H 0.79 1.91 -3.31
H -2.12 -0.72 -6.12
H -0.54 -1.22 -5.51
H -1.70 1.90 1.36
H -3.86 -0.79 2.78
H -2.04 -1.16 -3.61
H -3.86 0.85 2.11
H 1.16 0.61 -5.32
H -2.72 0.42 -4.09
H 1.91 0.87 5.12
H 2.83 0.82 2.19
H 3.06 -1.71 2.55
H 0.75 2.01 1.69
H 0.60 2.21 -5.83
H -0.78 2.52 -3.89
H -1.70 -2.07 3.02



No. 4
Entry from the Open Molecules 2025 dataset: a single C6H6N2 molecule at a distorted geometry (ωB97M-V/def2-TZVPD).

The multiplicity is 1. As for the SMILES: C#C/C(C=C)=N/N=C. The energy above the lowest of the compared OMol25 structures with the same formula, charge and spin comes out at 100.10 kcal/mol. The HOMO-LUMO gap is 9.20 eV. The HOMO energy is -9.09 eV. The calculation puts the LUMO energy at 0.1 eV.

Cartesian coordinates (Å):
N -1.13 0.39 0.17
N -0.58 1.30 1.05
C 1.09 -0.40 -0.66
C 1.84 0.33 0.13
C -1.07 -0.99 -1.66
C -1.67 -1.53 -2.60
C -0.40 -0.38 -0.57
C -0.65 1.19 2.34
H 2.91 0.31 -0.10
H -2.08 -2.12 -3.39
H 1.39 -0.95 -1.51
H -0.11 1.91 2.96
H 1.54 0.72 1.11
H -1.09 0.21 2.73